Density functional theory data (ωB97M-V/def2-TZVPD) for the ion C9H21N4 with charge +1 at a distorted geometry.

Properties
Charge: +1
Structure (SMILES): CCNCC/[NH+]=C/NC/C=C\NC
Frontier orbital gap, eV: 8.418
E_HOMO, eV: -11.268
E, hartree: -574.2215
Relative energy (zero: lowest compared OMol25 entry of this formula, charge and spin), kJ/mol: 201.96

Last column: Löwdin charge in e.
Atoms and positions in Å:
C  4.10  0.70  -1.71  -0.10
C  3.83  -0.36  -0.63  -0.24
N  2.87  0.27  0.34  -0.09
C  2.52  -0.70  1.37  -0.25
C  1.11  -0.44  1.69  -0.20
N  0.44  -0.27  0.44  0.05
C  -0.73  -0.81  0.15  -0.10
N  -1.22  -0.77  -1.06  0.03
C  -2.50  -1.28  -1.46  -0.19
C  -3.56  -1.16  -0.38  -0.11
C  -3.86  0.05  0.23  -0.13
N  -3.08  1.19  0.10  -0.09
C  -3.42  2.26  0.98  -0.08
H  3.18  0.90  -2.30  0.07
H  4.34  1.58  -1.21  0.05
H  4.85  0.49  -2.47  0.08
H  3.32  -1.27  -0.98  0.12
H  4.86  -0.45  -0.26  0.12
H  3.38  0.99  0.74  0.09
H  3.39  -0.92  2.08  0.16
H  2.50  -1.78  1.00  0.13
H  1.16  0.51  2.25  0.13
H  0.61  -1.28  2.38  0.18
H  0.97  0.33  -0.18  0.14
H  -1.26  -1.47  0.99  0.22
H  -0.85  -0.01  -1.67  0.18
H  -2.47  -2.40  -1.70  0.14
H  -2.91  -0.69  -2.34  0.15
H  -4.17  -1.98  -0.07  0.09
H  -4.51  0.07  1.02  0.09
H  -2.64  1.24  -0.78  0.10
H  -4.32  2.65  0.62  0.07
H  -3.39  1.93  2.01  0.10
H  -2.54  2.89  0.81  0.10

=====

Density functional theory data (ωB97M-V/def2-TZVPD) for a cluster of 2 separate species, C9H21NO4 in total at a distorted geometry.

Properties
Structure (SMILES): COC(C)(C)OOCCC(C)C.N=O
Frontier orbital gap, eV: 8.525
E_HOMO, eV: -9.433
E, hartree: -710.9798
Relative energy (zero: lowest compared OMol25 entry of this formula, charge and spin), kJ/mol: 546.35

Last column: Löwdin charge in e.
Atoms and positions in Å:
C  3.75  -1.93  -1.00  -0.09
O  3.28  -1.47  0.25  -0.11
C  2.40  -0.38  0.29  -0.65
C  2.96  0.89  -0.33  0.02
C  1.91  -0.37  1.72  0.02
O  1.32  -0.88  -0.42  -0.06
O  0.26  0.11  -0.30  -0.12
C  -0.87  -0.72  0.09  -0.17
C  -2.01  0.14  0.74  -0.12
C  -2.29  1.50  -0.02  -0.41
C  -2.39  1.20  -1.53  -0.07
C  -1.35  2.68  0.28  -0.08
H  4.37  -2.80  -0.67  0.11
H  3.01  -2.18  -1.72  0.08
H  4.48  -1.26  -1.50  0.09
H  4.06  0.87  -0.11  0.11
H  2.86  0.93  -1.41  0.09
H  2.46  1.75  0.16  0.09
H  2.75  -0.39  2.44  0.11
H  1.08  -1.08  1.94  0.10
H  1.38  0.55  1.83  0.06
H  -1.19  -1.24  -0.83  0.12
H  -0.56  -1.44  0.77  0.09
H  -1.66  0.31  1.77  0.11
H  -2.91  -0.45  0.90  0.07
H  -3.30  1.78  0.33  0.12
H  -2.45  2.08  -2.15  0.07
H  -1.47  0.70  -1.86  0.07
H  -3.25  0.60  -1.70  0.07
H  -1.37  2.88  1.42  0.10
H  -0.36  2.40  0.03  0.04
H  -1.68  3.65  -0.17  0.09
N  -4.23  -2.42  0.48  0.03
O  -3.77  -3.16  -0.40  -0.08
H  -5.25  -2.86  0.67  0.10

=====

Density functional theory data (ωB97M-V/def2-TZVPD) for a structure of composition C9H21O5PSi at a distorted geometry.

Properties
Frontier orbital gap, eV: 10.668
E_HOMO, eV: -9.953
E, hartree: -1362.6720
Relative energy (zero: lowest compared OMol25 entry of this formula, charge and spin), kJ/mol: 92.78

Last column: Löwdin charge in e.
Atoms and positions in Å:
O  -1.93  -1.45  -0.49  0.07
O  1.10  0.27  0.25  -0.28
O  -2.54  0.61  0.35  -0.08
O  1.31  1.93  -1.76  -0.20
O  1.48  -0.72  -2.09  -0.23
C  -1.96  -0.23  -0.54  -0.56
C  3.87  1.84  -1.76  -0.05
C  2.42  -2.23  -0.46  -0.05
C  2.50  1.82  -2.46  -0.35
C  1.27  -1.92  -1.50  -0.33
C  -2.83  1.52  2.99  -0.15
C  -3.83  -1.10  2.22  -0.17
C  -0.63  -0.53  2.23  -0.14
C  -1.12  0.59  -1.56  -0.07
Si  -2.40  -0.03  1.92  0.47
P  0.71  0.46  -1.18  0.71
H  3.96  2.85  -1.35  0.08
H  3.92  1.08  -0.98  0.08
H  4.69  1.66  -2.39  0.06
H  2.37  -3.29  -0.25  0.06
H  2.41  -1.62  0.47  0.08
H  3.32  -2.13  -0.99  0.05
H  2.52  2.64  -3.25  0.14
H  2.38  0.93  -3.07  0.09
H  1.29  -2.76  -2.31  0.15
H  0.24  -1.99  -1.11  0.09
H  -2.87  2.30  2.22  0.02
H  -2.09  1.71  3.74  0.01
H  -3.81  1.46  3.48  0.03
H  -3.43  -2.11  2.04  0.04
H  -4.08  -0.91  3.30  0.05
H  -4.62  -0.78  1.52  0.06
H  0.01  0.30  2.03  0.01
H  -0.55  -0.69  3.29  0.04
H  -0.33  -1.30  1.53  0.03
H  -1.46  1.62  -1.42  0.10
H  -1.29  0.19  -2.64  0.15

=====

Density functional theory data (ωB97M-V/def2-TZVPD) for a structure of composition C9H21O8V at a distorted geometry.

Properties
Multiplicity: 3
Frontier orbital gap (alpha / beta), eV: 7.965 / 8.839
E_HOMO (alpha / beta), eV: -7.480 / -8.354
E, hartree: -1901.4735
<S²>: 2.0091

Last column: Löwdin spin population.
Atoms and positions in Å:
V  3.11  -9.15  10.51  1.88
O  2.24  -7.54  11.21  0.03
H  1.40  -7.28  11.63  0.00
O  4.20  -8.33  9.11  0.02
H  4.70  -7.56  8.79  0.00
O  2.14  -10.48  11.61  0.02
H  1.87  -10.99  12.39  0.00
C  4.23  -10.37  14.22  0.00
O  5.23  -9.37  14.06  0.00
C  5.45  -8.90  12.88  0.00
O  4.74  -9.03  11.91  0.01
O  6.47  -8.02  13.02  0.00
C  6.80  -7.18  11.86  0.00
H  4.46  -11.26  13.64  0.00
H  3.27  -10.00  13.85  0.00
H  4.17  -10.63  15.28  0.00
H  7.43  -7.77  11.20  0.00
H  7.22  -6.23  12.19  0.00
H  5.86  -6.96  11.37  0.00
C  0.58  -11.06  7.30  0.00
C  1.77  -10.32  7.78  0.01
O  1.79  -9.77  8.88  0.01
C  2.94  -10.20  6.83  0.00
H  -0.08  -11.47  8.06  0.00
H  1.00  -11.92  6.77  0.00
H  0.07  -10.47  6.54  0.00
H  3.45  -9.25  7.03  0.00
H  2.64  -10.15  5.79  0.00
H  3.69  -10.98  6.94  0.00
C  6.46  -11.90  10.25  0.00
C  4.96  -11.92  10.20  0.00
O  4.33  -10.98  9.86  0.00
C  4.24  -13.13  10.68  0.00
H  6.89  -11.02  10.73  0.00
H  6.90  -11.85  9.26  0.00
H  6.84  -12.77  10.79  0.00
H  3.22  -12.89  10.97  0.00
H  4.86  -13.68  11.39  0.00
H  4.26  -13.73  9.77  0.00

=====

Density functional theory data (ωB97M-V/def2-TZVPD) for a cluster of 2 separate species, C9H21OP in total at a distorted geometry.

Properties
Frontier orbital gap, eV: 9.147
E_HOMO, eV: -8.640
E, hartree: -771.9113
Relative energy (zero: lowest compared OMol25 entry of this formula, charge and spin), kJ/mol: 308.00

Last column: Löwdin charge in e.
Atoms and positions in Å:
C  -3.43  -0.65  1.48  0.10
C  -2.76  0.53  -1.64  -0.07
C  0.51  2.18  1.52  -0.20
C  0.19  -2.57  0.45  -0.18
C  3.22  0.61  -1.91  -0.21
C  -3.78  0.27  -0.60  -0.34
C  0.72  0.74  1.47  -0.48
C  1.45  -1.75  0.19  -0.44
C  2.90  0.49  -0.40  -0.43
O  -3.51  -0.87  0.16  -0.19
P  1.04  0.04  -0.20  0.97
H  -3.31  -1.61  1.94  -0.01
H  -2.86  -0.02  -2.58  0.08
H  -2.79  1.61  -1.87  0.09
H  -1.82  0.10  -1.18  0.05
H  0.10  2.35  2.57  0.11
H  1.32  2.87  1.48  0.05
H  0.02  2.68  0.75  0.05
H  0.47  -3.61  0.82  0.09
H  -0.51  -2.04  0.98  0.00
H  -0.30  -2.82  -0.50  0.07
H  4.33  0.51  -2.09  0.07
H  2.72  -0.18  -2.53  0.06
H  2.95  1.70  -2.16  0.08
H  -4.84  0.12  -0.90  0.13
H  -3.94  1.08  0.20  0.11
H  -0.22  0.23  1.75  0.07
H  1.40  0.40  2.20  0.07
H  2.05  -2.15  -0.69  0.09
H  2.02  -1.63  1.19  0.09
H  3.03  1.50  0.08  0.08
H  3.64  -0.12  0.03  0.04

=====

Density functional theory data (ωB97M-V/def2-TZVPD) for a structure of composition C9H22AlN3O4 at a distorted geometry.

Properties
Charge: +1
Multiplicity: 2
Frontier orbital gap (alpha / beta), eV: 6.083 / 5.004
E_HOMO (alpha / beta), eV: -11.552 / -11.544
E, hartree: -1063.3764
<S²>: 0.7545

Last column: Löwdin spin population.
Atoms and positions in Å:
Al  20.41  -2.99  2.66  -0.01
O  19.36  -2.66  5.36  0.94
H  19.56  -3.38  5.99  0.02
C  19.79  -5.70  9.45  0.00
O  19.49  -6.16  10.57  0.00
N  20.03  -6.50  8.37  0.00
C  20.71  -5.96  7.21  0.00
C  19.95  -7.97  8.42  0.00
H  19.88  -4.62  9.26  0.00
H  20.38  -6.59  6.38  0.00
H  21.78  -6.14  7.35  0.00
H  20.47  -4.91  7.03  0.00
H  19.88  -8.34  9.44  0.00
H  19.23  -8.40  7.72  0.00
H  20.88  -8.39  8.05  0.00
C  19.15  -1.81  8.42  0.00
O  17.99  -1.51  8.19  0.01
N  19.79  -1.57  9.58  0.00
C  19.16  -0.77  10.64  0.00
C  21.20  -2.11  9.82  0.00
H  19.83  -2.40  7.78  0.00
H  18.08  -0.60  10.56  0.00
H  19.62  0.21  10.61  0.00
H  19.35  -1.13  11.65  0.00
H  21.97  -1.37  9.65  0.00
H  21.25  -2.50  10.84  0.00
H  21.36  -2.98  9.18  0.00
C  17.03  -4.73  6.09  0.00
O  16.49  -3.63  5.99  0.03
N  16.44  -5.83  6.62  0.00
C  17.09  -7.12  6.54  0.00
C  15.04  -5.82  7.22  0.00
H  18.07  -4.96  5.82  0.00
H  17.21  -7.62  7.50  0.00
H  18.05  -7.05  6.03  0.00
H  16.58  -7.87  5.94  0.00
H  14.19  -6.08  6.58  0.00
H  14.93  -6.41  8.14  0.00
H  14.83  -4.81  7.56  0.00

=====

Density functional theory data (ωB97M-V/def2-TZVPD) for a structure of composition C9H22AlN3O4 at a distorted geometry.

Properties
Charge: +2
Frontier orbital gap, eV: 2.133
E_HOMO, eV: -14.772
E, hartree: -1062.8726
Relative energy (zero: lowest compared OMol25 entry of this formula, charge and spin), kJ/mol: 167.85

Last column: Löwdin charge in e.
Atoms and positions in Å:
Al  2.81  -1.12  2.02  1.03
O  0.80  0.16  0.56  -0.31
H  0.42  -0.31  -0.21  -0.07
C  2.12  0.51  -2.22  -0.22
O  3.29  0.86  -2.35  0.15
N  1.43  -0.36  -3.06  -0.12
C  -0.02  -0.67  -3.04  0.02
C  2.12  -1.00  -4.13  -0.02
H  1.45  0.87  -1.42  0.12
H  -0.29  -0.21  -2.09  0.07
H  -0.17  -1.75  -3.02  0.11
H  -0.65  -0.20  -3.80  0.12
H  3.17  -0.74  -4.19  0.11
H  1.99  -2.09  -4.14  0.12
H  1.62  -0.65  -5.04  0.12
C  -3.95  -2.02  -1.07  -0.26
O  -4.36  -2.23  -2.22  0.08
N  -3.10  -2.85  -0.41  -0.12
C  -2.39  -2.29  0.77  -0.03
C  -2.58  -4.10  -0.95  0.00
H  -4.21  -1.18  -0.41  0.14
H  -2.73  -2.68  1.73  0.11
H  -2.61  -1.23  0.94  0.09
H  -1.31  -2.27  0.68  0.08
H  -2.92  -4.98  -0.40  0.11
H  -2.93  -4.30  -1.97  0.10
H  -1.50  -4.05  -0.86  0.09
C  1.92  2.79  2.18  -0.26
O  2.88  1.99  2.10  -0.05
N  1.31  3.31  3.30  -0.12
C  0.05  4.22  3.13  0.04
C  1.87  3.04  4.57  -0.02
H  1.18  2.93  1.38  0.13
H  0.06  4.59  2.11  0.09
H  0.25  5.15  3.66  0.10
H  -0.94  3.78  3.27  0.10
H  2.91  2.73  4.48  0.11
H  1.74  4.04  5.00  0.11
H  1.27  2.32  5.13  0.12